(1)
Computed, not measured: 3 unconnected molecules or ions with the total composition C32H61BBrN4O8 in a non-equilibrium geometry, with wB97M-V/def2-TZVPD.

```
107
C32H61BBrN4O8, DFT wB97M-V/def2-TZVPD
C 5.257 -0.666 0.950
C 4.257 -1.675 0.100
C 3.703 -0.952 -1.274
C 2.192 -1.612 -1.552
N 1.237 -1.076 -0.571
C -0.178 -1.583 -0.602
C -0.391 -2.682 -1.822
O -1.750 -3.223 -1.940
C -2.237 -3.244 -3.326
C -3.367 -4.472 -3.438
C -4.568 -4.045 -4.520
N -0.830 -0.336 -1.254
C -0.302 0.479 -2.458
C -0.834 0.197 -4.019
C -0.206 1.136 -5.230
C 0.882 2.269 -4.764
N 1.349 2.586 -3.374
C 0.766 1.717 -2.301
C -2.003 0.096 -0.670
C -2.744 1.354 -1.361
C -4.184 1.841 -0.765
O -5.026 2.362 -1.854
C -6.442 2.456 -1.371
C -7.179 1.032 -1.726
C -2.219 -0.912 0.580
Br -3.993 -1.753 0.022
B -2.774 0.003 1.873
O -2.228 1.342 2.171
O -3.861 -0.511 2.738
C -4.768 0.557 3.183
C -4.279 1.031 4.677
C -0.924 -1.936 0.874
C 0.227 -1.349 1.937
C -0.105 -1.538 3.528
O 0.306 -0.259 4.197
N -1.253 -3.372 1.065
C -2.185 -3.738 2.171
C -0.154 -4.365 1.120
C 0.968 -4.620 2.303
O -0.124 -5.323 0.150
H 5.043 -0.779 2.119
H 5.125 0.467 0.661
H 6.400 -0.973 0.823
H 3.359 -1.946 0.831
H 4.802 -2.709 -0.122
H 3.550 0.206 -1.189
H 4.365 -1.300 -2.173
H 2.372 -2.789 -1.480
H 1.926 -1.383 -2.691
H 1.345 -0.090 -0.281
H 0.325 -3.628 -1.735
H -0.138 -2.243 -2.903
H -1.431 -3.491 -4.137
H -2.852 -2.256 -3.539
H -2.855 -5.485 -3.729
H -3.933 -4.552 -2.389
H -5.486 -4.808 -4.484
H -5.049 -2.988 -4.252
H -4.166 -3.972 -5.628
H -1.599 -0.643 -4.297
H -0.535 0.957 -6.339
H 1.356 2.922 -5.645
H 1.120 1.945 -1.183
H -2.020 2.299 -1.260
H -2.943 1.252 -2.536
H -4.765 1.064 -0.118
H -3.956 2.764 -0.043
H -6.362 2.692 -0.218
H -6.936 3.358 -1.961
H -6.786 0.692 -2.782
H -8.344 1.220 -1.777
H -6.891 0.174 -0.966
H -1.352 1.467 1.692
H -5.842 0.050 3.304
H -4.876 1.420 2.400
H -3.247 1.608 4.619
H -5.054 1.764 5.165
H -4.129 0.090 5.387
H 0.309 -0.200 1.733
H 1.268 -1.925 1.832
H -1.228 -1.696 3.801
H 0.559 -2.373 4.044
H -0.267 -0.224 5.027
H -1.710 -4.410 3.036
H -3.039 -4.427 1.701
H -2.740 -2.867 2.713
H 0.477 -4.451 3.364
H 1.339 -5.750 2.286
H 1.948 -3.971 2.161
C 6.561 4.038 -0.286
C 5.565 3.028 -0.818
O 4.826 2.463 0.255
H 7.248 3.564 0.423
H 7.142 4.479 -1.100
H 6.048 4.839 0.256
H 6.084 2.218 -1.339
H 4.867 3.497 -1.517
H 4.363 3.190 0.706
C 6.847 6.559 4.104
C 6.417 5.790 2.871
O 7.396 4.817 2.540
H 7.809 7.052 3.933
H 6.104 7.316 4.370
H 6.982 5.883 4.954
H 6.304 6.466 2.018
H 5.461 5.284 3.039
H 7.483 4.217 3.300
```

Its total energy is -127207.1421 eV. The HOMO-LUMO gap comes out at 7.72 eV. As for the HOMO energy: -11.616 eV. As for the charge: +1.

Löwdin atomic charge list, values in e, 5 entries: -0.1343 -0.2448 -0.1586 -0.2415 -0.0346



(2)
Computed, not measured: 2 unconnected molecules or ions with the total composition C9H18N2O2 in a non-equilibrium geometry, with wB97M-V/def2-TZVPD.

```
31
C9H18N2O2, DFT wB97M-V/def2-TZVPD
O -0.463 -0.203 -2.758
C -0.266 -1.070 -1.946
C 1.111 -1.545 -1.595
C 1.284 -2.415 -0.361
C 0.021 -3.371 -0.278
C -1.281 -2.465 -0.160
N -1.257 -1.526 -1.176
O -2.474 -0.931 -1.403
H 1.794 -0.580 -1.440
H 1.705 -1.868 -2.500
H 1.402 -1.826 0.546
H 2.249 -2.989 -0.552
H -0.229 -3.887 -1.262
H 0.208 -4.066 0.649
H -2.138 -3.051 -0.419
H -1.307 -1.976 0.829
H -2.273 -0.406 -2.136
C -1.037 2.018 1.733
C -0.912 3.206 0.819
C 0.174 2.727 -0.207
N 0.911 1.644 0.409
C 0.039 0.985 1.391
H -1.127 2.277 2.721
H -2.051 1.472 1.710
H -1.752 3.383 0.129
H -0.624 4.105 1.295
H -0.332 2.626 -1.210
H 0.844 3.614 -0.496
H 1.645 2.157 0.861
H 0.582 0.659 2.223
H -0.475 0.025 1.032
```

Its total energy is -16697.1016 eV. The energy above the lowest of the compared OMol25 structures with the same formula, charge and spin is 303.4 kJ/mol. The HOMO-LUMO gap comes out at 9.71 eV. As for the HOMO energy: -8.833 eV. As for the structure (SMILES): O=C1CCCCN1O.C1CCNC1. As for the charge: 0.

natural (NBO) atomic charge list, values in e, 5 entries: -0.6555 0.6283 -0.5216 -0.4124 -0.4044



(3)
Computed, not measured: 2 unconnected molecules or ions with the total composition C10H16 in a non-equilibrium geometry, with wB97M-V/def2-TZVPD.

```
26
C10H16, DFT wB97M-V/def2-TZVPD
C -1.464 -1.860 0.994
C -0.926 -0.489 1.058
C 0.402 -0.205 1.287
C 0.877 1.093 1.449
C -0.038 2.092 1.721
C -1.399 1.863 1.518
C -1.803 0.627 1.072
H -0.718 -2.624 1.160
H -2.098 -2.271 0.208
H -2.083 -2.116 1.868
H 1.076 -1.040 1.415
H 1.931 1.284 1.586
H 0.355 3.049 2.051
H -2.064 2.671 1.804
H -2.726 0.477 0.529
C 0.226 -0.043 -2.935
C 1.301 -0.491 -1.932
C 2.222 -1.610 -2.490
H 0.624 0.785 -3.522
H -0.062 -0.893 -3.555
H -0.678 0.248 -2.397
H 0.764 -0.967 -1.123
H 1.962 0.286 -1.587
H 1.760 -2.053 -3.366
H 2.349 -2.429 -1.782
H 3.236 -1.291 -2.724
```

Its total energy is -10628.5868 eV. The energy above the lowest of the compared OMol25 structures with the same formula, charge and spin is 111.6 kJ/mol. The HOMO-LUMO gap comes out at 9.86 eV. As for the HOMO energy: -8.928 eV. As for the structure (SMILES): Cc1ccccc1.CCC. As for the charge: 0.

natural (NBO) atomic charge list, values in e, 5 entries: -0.6553 -0.0283 -0.2085 -0.2083 -0.2126



(4)
Computed, not measured: C4H7NO in the gas phase, with wB97M-V/def2-TZVPD.

```
13
C4H7NO, DFT wB97M-V/def2-TZVPD
C -1.986 -0.199 0.084
C -0.556 -0.279 -0.383
O -0.245 -1.074 -1.251
C 0.500 0.605 0.202
C 1.789 -0.087 0.492
N 1.677 0.805 -0.639
H -2.590 -0.574 -0.743
H -2.294 0.812 0.370
H -2.143 -0.866 0.941
H 0.195 1.460 0.797
H 1.799 -1.158 0.304
H 2.412 0.264 1.310
H 1.528 0.248 -1.481
```

Its total energy is -7797.9732 eV. The energy above the lowest of the compared OMol25 structures with the same formula, charge and spin is 161.2 kJ/mol. The HOMO-LUMO gap comes out at 10.94 eV. As for the HOMO energy: -9.907 eV. As for the structure (SMILES): CC(=O)[C@H]1CN1. As for the charge: 0.

natural (NBO) atomic charge list, values in e, 5 entries: -0.7160 0.5762 -0.5697 -0.2179 -0.2250



(5)
Computed, not measured: a molecular structure, C21H45N2P3SSeV in a non-equilibrium geometry, with wB97M-V/def2-TZVPD.

```
74
C21H45N2P3SSeV, DFT wB97M-V/def2-TZVPD
V -0.095 -0.022 -0.504
P -1.545 -0.546 1.509
P 0.879 -2.354 -0.501
P -1.882 -0.831 -1.717
H 0.095 2.914 -0.507
C -0.937 2.578 -0.304
C -1.083 1.908 1.022
H -0.336 2.211 1.774
C -1.082 -0.077 3.224
C -1.718 -2.353 1.939
C -3.367 -0.232 1.619
C 2.185 -2.638 -1.767
C 1.820 -2.828 1.001
C -0.057 -3.920 -0.749
C -3.148 0.488 -1.946
C -3.019 -2.229 -1.366
C -1.365 -1.212 -3.424
H -1.592 3.485 -0.311
H -2.092 2.109 1.425
H -1.027 1.011 3.347
H -0.112 -0.526 3.497
H -1.866 -0.458 3.901
H -0.737 -2.819 2.093
H -2.284 -2.897 1.173
H -2.280 -2.407 2.886
H -3.602 0.823 1.445
H -3.679 -0.495 2.643
H -3.933 -0.864 0.921
H 2.609 -3.643 -1.637
H 2.986 -1.892 -1.676
H 1.745 -2.552 -2.766
H 2.019 -3.907 0.941
H 1.266 -2.615 1.921
H 2.770 -2.281 1.027
H 0.678 -4.736 -0.682
H -0.520 -3.944 -1.741
H -0.818 -4.066 0.025
H -3.847 0.152 -2.725
H -2.692 1.430 -2.276
H -3.698 0.670 -1.009
H -3.702 -2.331 -2.222
H -3.623 -2.051 -0.471
H -2.479 -3.174 -1.249
H -2.229 -1.101 -4.091
H -0.983 -2.239 -3.487
H -0.567 -0.523 -3.731
C 1.462 1.869 -3.756
C 0.953 3.124 -3.381
C 0.996 4.205 -4.268
C 1.539 4.044 -5.556
C 2.031 2.785 -5.946
C 1.979 1.709 -5.060
Se 1.656 0.465 -2.492
H -1.318 1.902 -1.085
H 0.584 3.255 -2.371
H 0.623 5.179 -3.942
H 1.604 4.900 -6.232
H 2.470 2.666 -6.940
H 2.395 0.742 -5.334
S 1.978 0.494 0.737
C 2.034 0.728 2.455
N 1.654 1.883 3.017
C 1.520 2.106 4.454
C 2.521 1.247 5.196
C 2.504 -0.182 4.714
N 2.539 -0.221 3.260
H 1.422 2.630 2.362
H 0.492 1.888 4.783
H 1.715 3.164 4.639
H 2.323 1.271 6.268
H 3.526 1.656 5.053
H 1.588 -0.694 5.039
H 3.370 -0.729 5.096
H 2.781 -1.097 2.815
```

Its total energy is -155196.3690 eV. The energy above the lowest of the compared OMol25 structures with the same formula, charge and spin is 359.4 kJ/mol. The HOMO-LUMO gap (spin up / spin down) comes out at 6.29 / 5.87 eV. As for the HOMO energy (spin up / spin down): -16.826 / -16.887 eV. As for the multiplicity: 3. As for the charge: +3.

Löwdin atomic charge list, values in e, 5 entries: -0.0321 0.8038 0.7456 0.7276 0.0698



(6)
Computed, not measured: a gas-phase ion, C3H4NS (charge +1) in a non-equilibrium geometry, with wB97M-V/def2-TZVPD.

```
9
C3H4NS, DFT wB97M-V/def2-TZVPD
C 0.418 -1.586 0.093
C 2.031 -0.684 -0.078
C -0.192 0.853 0.101
N -0.577 -0.580 -0.028
S 1.679 0.889 -0.015
H -0.577 1.468 -0.713
H -0.508 1.264 1.061
H -0.893 -0.789 -0.997
H -1.380 -0.835 0.577
```

Its total energy is -15485.5852 eV. The energy above the lowest of the compared OMol25 structures with the same formula, charge and spin is 370.2 kJ/mol. The HOMO-LUMO gap (spin up / spin down) comes out at 9.61 / 7.05 eV. As for the HOMO energy (spin up / spin down): -14.483 / -14.507 eV. As for the multiplicity: 3. As for the charge: +1.

natural (NBO) atomic charge list, values in e, 5 entries: 0.2851 -0.2190 -0.3909 -0.6847 0.5316



(7)
Computed, not measured: a molecular structure, C2H8N3 in a non-equilibrium geometry, with wB97M-V/def2-TZVPD.

```
13
C2H8N3, DFT wB97M-V/def2-TZVPD
C -1.077 -0.137 -0.552
C 1.740 -0.134 0.057
N -0.424 1.089 -0.350
N -2.086 -0.379 0.181
N 0.379 0.296 0.557
H -0.622 -1.318 -1.475
H 2.065 -1.077 0.602
H 1.917 -0.102 -1.059
H 2.455 0.650 0.499
H 0.094 1.673 -1.170
H -2.561 -1.341 0.314
H -2.277 0.361 0.845
H 0.398 0.420 1.552
```

Its total energy is -6662.6613 eV. The energy above the lowest of the compared OMol25 structures with the same formula, charge and spin is 575.8 kJ/mol. The HOMO-LUMO gap comes out at 10.31 eV. As for the HOMO energy: -14.261 eV. As for the charge: +1.

natural (NBO) atomic charge list, values in e, 5 entries: 0.4252 -0.4699 -0.4976 -0.7383 -0.4155



(8)
Computed, not measured: a molecular structure, C4H6O2 in a non-equilibrium geometry, with wB97M-V/def2-TZVPD.

```
12
C4H6O2, DFT wB97M-V/def2-TZVPD
O 0.982 -1.269 1.241
C 0.604 -1.445 0.102
C -0.266 -0.457 -0.688
C -0.965 0.540 0.240
C 0.414 1.199 0.161
O 0.613 0.587 -1.154
H 0.913 -2.364 -0.416
H -0.803 -0.967 -1.495
H -1.269 0.200 1.229
H -1.764 1.066 -0.287
H 0.985 0.629 0.958
H 0.555 2.283 0.108
```

Its total energy is -8337.9195 eV. The energy above the lowest of the compared OMol25 structures with the same formula, charge and spin is 245.2 kJ/mol. The HOMO-LUMO gap comes out at 9.94 eV. As for the HOMO energy: -9.314 eV. As for the charge: 0.

natural (NBO) atomic charge list, values in e, 5 entries: -0.5166 0.4200 -0.0155 -0.4346 -0.1003



Copy entry 3 word for word.
Computed, not measured: 2 unconnected molecules or ions with the total composition C10H16 in a non-equilibrium geometry, with wB97M-V/def2-TZVPD.

```
26
C10H16, DFT wB97M-V/def2-TZVPD
C -1.464 -1.860 0.994
C -0.926 -0.489 1.058
C 0.402 -0.205 1.287
C 0.877 1.093 1.449
C -0.038 2.092 1.721
C -1.399 1.863 1.518
C -1.803 0.627 1.072
H -0.718 -2.624 1.160
H -2.098 -2.271 0.208
H -2.083 -2.116 1.868
H 1.076 -1.040 1.415
H 1.931 1.284 1.586
H 0.355 3.049 2.051
H -2.064 2.671 1.804
H -2.726 0.477 0.529
C 0.226 -0.043 -2.935
C 1.301 -0.491 -1.932
C 2.222 -1.610 -2.490
H 0.624 0.785 -3.522
H -0.062 -0.893 -3.555
H -0.678 0.248 -2.397
H 0.764 -0.967 -1.123
H 1.962 0.286 -1.587
H 1.760 -2.053 -3.366
H 2.349 -2.429 -1.782
H 3.236 -1.291 -2.724
```

Its total energy is -10628.5868 eV. The energy above the lowest of the compared OMol25 structures with the same formula, charge and spin is 111.6 kJ/mol. The HOMO-LUMO gap comes out at 9.86 eV. As for the HOMO energy: -8.928 eV. As for the structure (SMILES): Cc1ccccc1.CCC. As for the charge: 0.

natural (NBO) atomic charge list, values in e, 5 entries: -0.6553 -0.0283 -0.2085 -0.2083 -0.2126